[1]
{
  "formula": "C12H9NO",
  "method": "wB97M-V/def2-TZVPD",
  "symbols": ["H", "H", "C", "C", "H", "C", "N", "C", "C", "H", "O", "C", "C", "H", "H", "C", "H", "C", "C", "C", "H", "H", "C"],
  "positions_angstrom": [[2.18799, 1.15658, -0.21190], [-3.29059, 1.95711, 0.02503], [0.33864, 1.57824, -0.09561], [0.96070, -0.69470, 0.06930], [-0.52681, -4.80693, 0.28021], [-0.30284, 3.78503, -0.40070], [-1.38655, -0.25054, 0.02709], [-0.65407, -2.52293, 0.04117], [-0.01286, -3.68578, 0.24749], [2.09960, -4.66083, 1.94759], [2.45798, -2.92192, -0.00219], [-0.38850, -1.05088, 0.08629], [1.60656, -3.76786, 0.73007], [1.61101, 3.27334, -0.50109], [1.55019, -1.54536, 0.21942], [1.31314, 0.64925, 0.01868], [-2.64068, 4.20460, 0.26060], [0.62597, 2.91494, -0.38697], [-1.07172, 1.12530, -0.12192], [-1.72329, 3.42865, -0.19241], [-0.24628, 4.88253, -0.98373], [-1.78441, -2.57627, 0.06653], [-2.17806, 2.11483, -0.20786]],
  "lumo_ev": -0.7,
  "fmax_ev_per_a": 10.253,
  "e_homo_ha": -0.3192,
  "homo_lumo_gap_ev": 8.00,
  "spin_multiplicity": 1
}

[2]
{
  "formula": "C17H28CdCl4F2O19S",
  "method": "wB97M-V/def2-TZVPD",
  "symbols": ["H", "O", "H", "H", "H", "C", "O", "C", "O", "O", "H", "O", "C", "H", "C", "C", "O", "C", "C", "H", "O", "Cl", "C", "O", "Cl", "Cd", "H", "O", "C", "O", "H", "H", "C", "H", "H", "O", "C", "Cl", "C", "C", "H", "S", "H", "H", "H", "H", "H", "O", "O", "H", "F", "O", "O", "O", "C", "H", "H", "C", "H", "H", "H", "F", "H", "O", "C", "H", "C", "H", "H", "Cl", "O", "O"],
  "positions_angstrom": [[-4.60833, 0.36373, 3.20772], [2.01260, -0.64441, 1.00991], [3.13083, 1.77151, -1.77416], [-4.47398, 3.24328, 1.35730], [4.12754, 1.00704, -0.54153], [-3.94474, -4.31654, 1.40108], [2.47345, 2.54008, 1.04497], [-0.80506, 5.56577, 1.62628], [3.28343, 4.64230, 0.90981], [-4.72764, -4.78460, 2.22601], [-0.63161, 5.55551, 2.70234], [-0.24247, 2.73733, 1.41452], [3.27118, 3.38060, 0.50456], [0.51931, -2.05902, 3.06788], [4.06867, 1.85419, -1.22488], [-3.83180, -0.40100, 3.19105], [-2.62494, 0.16210, 2.76824], [-1.13460, 1.27738, -2.42705], [4.07418, 5.68250, 0.27419], [-1.25195, 6.52679, 1.37169], [0.24009, -1.95025, -0.08290], [-1.97416, 0.81045, -3.91404], [-0.09304, -3.29813, -2.86464], [4.03400, 3.13799, -0.53464], [5.63303, -2.20338, 0.19331], [1.07938, 1.15668, 1.68023], [-1.46732, 0.59365, -1.64609], [1.83487, -0.66523, -1.40308], [1.27125, -3.11156, -3.38914], [-0.33076, 0.16382, 2.93995], [-3.72470, -0.87569, 4.16640], [-0.31962, -3.39586, 2.87010], [-0.21493, -3.00099, -5.07997], [4.73615, 1.78973, -2.08419], [3.72528, 6.68397, 0.52603], [-3.14114, -5.09329, 0.61173], [-2.62961, -2.84122, 0.38385], [-1.40012, 3.06463, -2.17250], [4.88932, -2.07566, -1.38718], [-0.36054, -2.51962, 3.51712], [3.86816, -1.79319, -1.13115], [1.08727, -0.79352, -0.17097], [5.44659, -1.33431, -1.95983], [-1.26556, -4.59202, 0.75301], [-4.11352, 2.03244, 0.05135], [-1.80266, -2.15313, 0.55925], [-0.60639, -2.45739, -2.39805], [-2.50268, 2.45518, 1.13570], [-1.53115, -1.73465, 3.30558], [-4.17180, -1.11394, 2.43991], [-3.14503, -2.39780, -0.75121], [0.96086, -2.51791, -4.70106], [0.27138, 0.34022, 0.14507], [-0.54984, -3.09232, -6.22859], [-1.41821, -0.42581, 2.94770], [-3.66074, 3.66221, -0.13392], [3.82336, 5.59952, -0.78330], [-2.09766, -4.28051, 0.12160], [-0.02036, -2.81651, 4.50920], [0.13193, 5.35929, 1.10906], [-0.12169, -4.18463, -2.23108], [1.83386, -4.36702, -3.48383], [-0.05924, 1.11554, -2.50123], [-1.69604, 4.57999, 1.25496], [-1.36986, 3.26810, 1.31701], [1.91767, -2.49662, -2.76295], [-3.75032, 2.88507, 0.62512], [-1.76110, -4.57040, -0.87379], [5.13951, 5.60044, 0.48975], [5.12614, -3.61284, -2.33414], [-0.79960, -3.57554, -4.05590], [-3.63475, -3.06252, 1.29648]],
  "lumo_ev": -0.2,
  "fmax_ev_per_a": 7.617,
  "e_homo_ha": -0.3414,
  "homo_lumo_gap_ev": 9.05,
  "spin_multiplicity": 1
}

[3]
{
  "formula": "C9H8N2S",
  "method": "wB97M-V/def2-TZVPD",
  "symbols": ["H", "C", "H", "N", "C", "C", "C", "C", "H", "C", "C", "S", "H", "H", "H", "H", "C", "N", "H", "C"],
  "positions_angstrom": [[4.04997, 1.96733, -0.01479], [3.79829, -0.20602, 0.00302], [-3.62890, 1.59999, 0.00525], [-1.15560, -0.67523, -0.00291], [1.96674, 1.32576, 0.00413], [3.34287, 1.11555, 0.00538], [-0.34628, 0.35366, 0.00404], [-2.66639, 1.07213, 0.00675], [1.05116, -1.90641, -0.00632], [1.69197, -1.04590, 0.00834], [1.10506, 0.22291, 0.00255], [-1.16405, 1.89330, -0.00024], [4.88447, -0.37482, -0.02228], [-3.45045, -1.97114, -0.89128], [1.54825, 2.35365, -0.00969], [-4.54513, -0.88530, 0.00907], [-3.54956, -1.33010, -0.00345], [3.00529, -1.26353, 0.00166], [-3.44688, -1.96868, 0.89616], [-2.49081, -0.27715, 0.00461]],
  "lumo_ev": 0.1,
  "fmax_ev_per_a": 1.113,
  "e_homo_ha": -0.3162,
  "homo_lumo_gap_ev": 8.75,
  "spin_multiplicity": 1
}

[4]
{
  "formula": "C24H25HfN4O6S2Te",
  "method": "wB97M-V/def2-TZVPD",
  "symbols": ["C", "H", "H", "C", "C", "C", "H", "H", "H", "H", "O", "H", "H", "H", "C", "O", "C", "C", "C", "N", "H", "H", "N", "C", "S", "N", "H", "S", "H", "C", "C", "Te", "H", "H", "C", "C", "O", "C", "H", "C", "N", "H", "H", "H", "H", "O", "O", "C", "C", "C", "O", "C", "C", "C", "H", "C", "Hf", "H", "C", "H", "C", "H", "H"],
  "positions_angstrom": [[4.59448, -4.40319, 1.98127], [0.43260, 0.95168, 7.29628], [1.86221, 0.29808, -3.96601], [-1.16466, 1.41837, -4.97432], [-0.41316, 2.00977, 4.19014], [-2.24434, -1.28472, -5.10295], [-1.12498, 1.29359, -6.05617], [-2.03238, -2.96712, -2.77964], [5.61134, -4.68209, 2.22180], [0.46745, -0.50347, 3.25263], [-5.53017, 3.56760, -1.30297], [-0.78909, 0.19258, 5.29061], [3.19734, -0.91463, 0.37902], [3.84100, -6.40633, 2.11770], [0.17581, 3.27445, 4.21206], [-0.90115, 2.43903, -2.05139], [4.28697, -3.07246, 1.74556], [-0.58288, -0.45605, -3.50060], [-2.67658, 1.51867, -0.81557], [-1.71305, -1.11724, -3.74966], [-2.46175, -2.34340, -5.24132], [-2.19752, -1.52809, -1.74307], [0.94211, -1.14818, 2.64251], [2.98172, -2.71692, 1.42927], [0.41317, -0.97194, -2.14805], [2.70444, -1.34610, 1.14897], [1.50779, 3.17204, 7.31848], [2.43248, 1.44150, -0.13317], [-3.44802, -1.90645, -2.93936], [-0.31770, 1.16887, 5.29947], [1.33829, 0.55726, 0.97292], [-1.45502, 1.36134, 2.51215], [1.25657, 1.96029, -3.73534], [-0.90993, 2.44644, -4.71916], [-4.05293, 1.83557, -0.39041], [0.96852, 2.84367, 6.43989], [-4.69911, 1.30555, 0.47061], [0.36717, 1.59512, 6.42924], [0.08701, 3.93464, 3.35932], [1.64628, -0.64529, 1.60711], [-0.20286, 0.54628, -4.29390], [1.31917, -1.96737, 3.09455], [-1.50336, -0.98458, -5.83727], [-3.16318, -0.71803, -5.25342], [1.34358, 4.65655, 5.35365], [-3.09665, 4.37529, -2.82817], [-1.89769, 0.53257, -0.38132], [3.60061, -5.37001, 1.92339], [-2.18942, 2.47077, -1.66953], [-2.37892, -1.93376, -2.73287], [0.25008, 1.45863, 1.34735], [1.98480, -3.68236, 1.34978], [0.87822, 3.68036, 5.33432], [1.16928, 1.04744, -4.33179], [1.52450, -5.76143, 1.55483], [2.29867, -5.00808, 1.61151], [0.05700, 1.16171, -0.79329], [0.97696, -3.39981, 1.07159], [-4.45734, 3.05523, -1.25321], [-2.16994, 1.22058, -4.61618], [-3.20423, 3.45961, -2.06107], [5.04905, -2.30656, 1.80793], [1.41137, 1.29453, -5.36469]],
  "charge": 1,
  "lumo_ev": -3.7,
  "fmax_ev_per_a": 0.727,
  "e_homo_ha": -0.3903,
  "homo_lumo_gap_ev": 6.95,
  "spin_multiplicity": 1
}

[5]
{
  "formula": "C22H23N3O",
  "method": "wB97M-V/def2-TZVPD",
  "symbols": ["C", "H", "C", "C", "H", "H", "H", "C", "C", "C", "C", "H", "C", "H", "H", "H", "C", "C", "H", "H", "H", "H", "H", "O", "C", "N", "H", "C", "N", "H", "C", "H", "C", "H", "C", "C", "C", "H", "N", "C", "C", "H", "C", "C", "C", "H", "H", "H", "H"],
  "positions_angstrom": [[1.84848, -2.00912, -3.73239], [2.02062, -3.88264, -4.70790], [1.61643, 0.00030, -2.38531], [1.03947, 1.00684, -2.04687], [-1.67317, 0.90991, -1.44832], [3.02591, -3.34651, 0.39813], [-5.20218, 3.01703, 3.86266], [0.34311, 2.08647, -1.45886], [-4.91485, 1.97421, 3.83731], [-5.36101, -0.39227, 4.47424], [-0.08468, 2.91639, 0.81349], [-2.39027, 0.76087, 0.84759], [2.29857, -3.38284, -3.83481], [1.18340, -1.57752, -4.50474], [-6.45363, 1.34866, 5.08260], [-0.69912, 0.54182, -0.28333], [-4.01343, 1.41321, 2.94441], [3.77587, -3.62897, -0.37423], [-0.44230, 2.65782, -3.41021], [3.13015, -4.92087, -2.90006], [3.71611, -4.71173, -0.51913], [4.72900, -3.17230, -0.17187], [-0.04054, 3.96375, 0.96719], [-3.19767, 3.49932, 2.27938], [-5.61614, 0.97901, 4.49780], [-2.34525, 1.74008, 1.00823], [1.67873, 1.78167, 0.18808], [-1.09142, 4.06203, -1.73121], [-3.83317, 0.04372, 2.77124], [1.68610, 3.36112, -0.49606], [-3.16779, 2.27903, 1.99936], [-5.88817, -1.20973, 5.04843], [1.04997, 2.58299, -0.21981], [-4.11540, -1.83368, 3.77671], [-0.90607, 1.41873, -0.84272], [-2.13722, 3.53480, -0.63273], [-0.08831, 3.13886, -2.51057], [0.90239, 3.59883, -2.87946], [2.80718, -1.80248, -1.57212], [-1.41342, 2.48812, 0.09329], [2.92350, -3.92159, -2.72576], [0.07221, 2.44317, 1.72826], [2.07243, -1.28744, -2.59298], [3.20825, -3.06404, -1.63785], [-4.42741, -0.82668, 3.68903], [-1.58025, 4.44872, -2.53943], [-2.58287, 4.30731, 0.04142], [-2.94672, 3.03115, -1.06318], [-0.53150, 4.85740, -1.26746]],
  "lumo_ev": 0.4,
  "fmax_ev_per_a": 5.647,
  "e_homo_ha": -0.3108,
  "homo_lumo_gap_ev": 8.90,
  "spin_multiplicity": 1
}

[6]
{
  "formula": "C18H48Fe2LiO30P3S6",
  "method": "wB97M-V/def2-TZVPD",
  "symbols": ["O", "C", "H", "H", "H", "H", "H", "H", "O", "H", "O", "Fe", "H", "H", "H", "O", "O", "C", "C", "O", "O", "H", "H", "H", "C", "H", "P", "O", "C", "C", "H", "H", "C", "H", "O", "H", "C", "O", "H", "C", "H", "H", "C", "H", "O", "O", "H", "O", "H", "H", "O", "S", "C", "O", "S", "O", "H", "O", "H", "C", "H", "H", "O", "Li", "O", "H", "H", "S", "C", "C", "H", "H", "C", "H", "O", "O", "H", "P", "H", "Fe", "H", "C", "H", "O", "H", "H", "O", "H", "H", "O", "P", "H", "O", "C", "O", "H", "O", "O", "O", "H", "O", "H", "H", "S", "S", "H", "C", "S"],
  "positions_angstrom": [[4.17081, 4.30332, -1.76096], [5.78703, -2.65986, -3.93108], [-5.71966, -0.09183, -3.68431], [-1.24109, -5.80072, -1.48344], [-1.32428, 2.05941, -4.22846], [0.54679, -2.72683, -0.96485], [-0.24451, 5.55228, -2.11309], [3.65318, -2.46140, -1.01694], [-0.77389, -3.59501, 5.97824], [6.07916, -2.81194, -1.83292], [2.67498, 2.68812, 4.59614], [-2.41341, -0.34103, 0.60135], [-1.38373, 4.79240, -3.15642], [6.96290, -1.55954, -2.50073], [2.07873, 5.52779, 0.83840], [-2.71923, 5.38399, -1.05133], [0.01948, 1.80242, 0.70005], [-0.82501, 4.63760, -2.23339], [-5.00598, 3.98878, -0.79751], [2.03786, -2.31635, -3.66467], [-3.11164, -0.53574, -3.51049], [6.53577, 2.62827, -1.41879], [5.11741, 1.92013, -0.70418], [6.05229, -1.75902, -4.48447], [-0.23287, -2.46512, 3.74561], [-1.66963, 0.79129, -5.14847], [-3.56953, 1.66042, 1.74081], [-0.90908, -1.11857, 5.95533], [1.76998, 4.54465, 0.48313], [-2.07017, -4.68276, 7.76094], [-1.02637, 4.31029, -0.11871], [0.80447, 4.13787, 0.78382], [-0.75770, -3.92864, 7.32426], [-0.84584, -3.01109, 7.90599], [1.35853, -2.21388, 5.93244], [-2.10010, -5.75083, 7.54549], [2.95055, 3.62611, 0.81970], [-4.32468, -2.59593, -2.78554], [-1.87698, -4.32721, -3.96127], [0.44550, -3.30595, -0.04700], [-2.32568, -4.64808, 8.82000], [6.19020, -3.47440, -4.53280], [-5.59656, -0.16747, -2.60392], [-1.27999, -2.67523, 3.52772], [-3.47159, -1.02981, -0.97077], [-0.85729, 0.20300, 1.59275], [-0.11483, 3.82052, -2.36031], [4.49812, -2.99176, -3.51420], [-0.01018, -1.48285, 3.32888], [0.35756, -3.24503, 3.26474], [-2.22779, 2.27913, 2.00875], [3.34855, -1.70964, -3.31745], [6.66129, -2.58259, -2.72546], [3.27166, 0.25692, 4.02251], [-4.05889, 5.05569, -1.97698], [1.47098, -0.33359, 0.85437], [-1.56713, 0.54557, -2.41357], [-3.67454, 4.24539, -3.17555], [-3.02834, 1.84622, -4.87519], [-2.16887, 1.38847, -4.38542], [-2.12823, 3.34817, -0.92939], [2.90333, 2.66462, 0.30843], [4.23564, 4.27903, 0.75578], [2.67165, 0.23905, 2.22713], [1.54782, 0.85098, 5.85536], [1.84348, 4.69697, -0.59366], [-3.14473, -4.91802, -2.99613], [-4.07406, -1.24073, -2.34519], [-1.70164, 4.35026, -0.97340], [-2.37464, 0.62930, -3.14091], [-3.04686, 1.24542, -2.54374], [-4.92775, 4.56094, 0.12695], [3.46946, -1.50954, -1.51524], [2.44619, -1.17985, -1.33546], [-3.49557, 1.17687, 0.31375], [-3.38726, 0.10460, 2.10133], [-6.44017, -0.70988, -2.17706], [2.17012, 1.26208, 4.40652], [-5.51273, 0.77764, -2.06742], [-0.51493, 1.83840, 2.53389], [0.10174, -4.40365, 7.79737], [-1.24193, -4.82414, -1.96758], [2.79406, 3.36915, 1.86736], [-0.89735, -0.37640, -0.43464], [7.52721, -3.23343, -2.84659], [0.78861, -4.32546, -0.22299], [6.06407, 5.42382, -0.50253], [4.02849, -0.63944, -1.17096], [-4.52350, 3.01544, -0.88661], [1.16751, 1.20272, 3.22986], [0.18953, 0.34097, 0.41264], [-2.89862, -4.19016, 7.25191], [3.83697, -0.48120, -3.92050], [-2.09611, -5.10380, -3.22847], [-2.00895, -2.36407, 0.82503], [6.66383, 2.55473, 0.21400], [-1.89643, -3.82830, -1.11017], [-4.74509, 6.33583, -2.17355], [-1.34005, -4.85980, 1.21837], [0.90250, -2.85760, 0.83518], [-4.76737, 2.44316, 2.30392], [-6.05618, 3.97898, -1.08920], [-0.29548, -4.39775, -2.30002], [5.05178, 4.32836, -0.60807], [-0.06078, -2.20098, 5.58396], [-1.73894, -6.03112, -3.67636], [5.88854, 2.67342, -0.54292], [-1.29387, -3.61196, 0.44919]],
  "charge": -2,
  "lumo_ev": [3.1, 3.1],
  "s2": 30.03,
  "fmax_ev_per_a": 8.562,
  "e_homo_ha": [-0.0989, -0.0972],
  "homo_lumo_gap_ev": [5.77, 5.72],
  "spin_multiplicity": 11
}